Below is C12H15F9N3NaO15 as an isolated structure at a distorted geometry, with properties calculated with the ωB97M-V functional and the def2-TZVPD basis.

Atoms and positions in Å:
Na -19.93769 -23.24491 14.78914
N -22.44020 -23.04698 13.30245
O -22.47277 -23.74637 12.30040
O -21.39389 -22.60969 13.75173
O -23.40463 -22.92909 14.05581
N -21.72708 -22.08164 16.55336
O -22.77779 -22.41492 16.03211
O -21.63398 -22.31140 17.75433
O -20.72312 -21.84856 15.92324
N -21.83682 -24.83229 16.19960
O -22.86909 -24.57717 15.61881
O -20.82219 -24.73490 15.57180
O -21.83875 -25.05460 17.35991
C -21.78640 -26.07255 13.09546
C -20.63896 -25.67496 12.17798
O -19.40383 -26.14016 12.64757
C -18.68514 -25.35297 13.52875
O -18.86841 -24.11879 13.66147
C -17.56762 -26.16950 14.21320
F -16.56397 -26.39584 13.31472
F -17.03016 -25.58523 15.22162
F -18.10552 -27.38387 14.48296
H -21.86481 -27.15965 13.08258
H -22.68306 -25.64153 12.65012
H -21.59680 -25.65167 14.08289
H -20.69764 -24.58890 12.10642
H -20.74502 -26.13794 11.19691
C -14.78501 -23.12491 16.95062
C -16.11388 -23.34882 16.20090
O -17.04837 -23.82213 17.13676
C -18.30771 -23.94729 16.81745
O -18.80094 -23.72975 15.74625
C -19.13326 -24.55914 17.96967
F -20.36613 -24.13723 18.01063
F -19.20006 -25.94354 17.82056
F -18.46807 -24.33573 19.13337
H -13.97342 -22.94806 16.24482
H -14.40317 -24.02774 17.42724
H -14.83949 -22.34839 17.71360
H -16.12933 -24.04782 15.36467
H -16.43074 -22.37518 15.82711
C -19.96215 -21.36543 11.61320
C -20.27602 -20.64376 12.93125
O -19.05825 -20.18921 13.51239
C -18.27626 -20.89256 14.26118
O -18.43237 -22.07946 14.59526
C -17.07719 -20.09265 14.86600
F -16.71091 -19.02436 14.09402
F -17.39901 -19.66005 16.10284
F -16.02269 -20.95903 14.97189
H -19.55625 -20.70743 10.84483
H -20.83665 -21.92043 11.27364
H -19.26917 -22.17217 11.85205
H -20.76147 -21.36494 13.58878
H -21.00427 -19.84036 12.82032

Results
Charge: -2
ΔE to the lowest compared entry with this formula, charge and spin, kJ/mol: 1341.63
Multiplicity: 1

These are the Löwdin partial charges, in e, on atoms 1 to 4: number 1, Na, carries 0.0013; number 2, N, carries -0.4974; number 3, O, carries -0.0723; number 4, O, carries -0.1118


Below is C12H15FN2O7P2PtSe2 as an isolated structure, with properties calculated with the ωB97M-V functional and the def2-TZVPD basis.

Atoms and positions in Å:
Pt -0.81984 0.41727 0.52252
C 2.41511 -3.43709 1.16627
C 1.36420 -2.37981 0.83296
O 0.24053 -3.01076 0.27316
P 2.00468 -1.21818 -0.44396
O 3.26940 -0.47458 0.20401
O 2.69512 -2.04047 -1.61811
O 0.97072 -0.34433 -1.05091
P 0.99050 -1.34905 2.36053
O 2.54102 -1.11010 2.86771
O 0.21378 -2.04683 3.38675
O 0.64644 0.09027 1.91887
H 2.49609 -4.11944 0.31992
H 2.09389 -3.99904 2.04298
H 3.38677 -2.99083 1.36808
H -0.57157 -2.62186 0.64901
H 3.22086 -0.42323 1.18041
H 3.62571 -2.25307 -1.46542
H 2.58787 -1.36435 3.80125
Se -2.65240 3.41127 -0.28501
Se -3.36447 1.32198 1.40306
C -3.47782 0.38170 -0.22869
C -4.60812 -0.18138 -0.79597
C -4.46837 -0.86216 -1.99335
C -3.21859 -0.95254 -2.59634
C -2.13362 -0.36948 -1.97570
N -2.28000 0.28843 -0.82243
C -0.77619 3.34464 -0.33371
C -0.10686 4.49417 -0.77402
C 1.26593 4.55557 -0.74133
C 1.96746 3.48053 -0.20516
C 1.26062 2.38450 0.22015
N -0.07972 2.27908 0.11594
H -5.55366 -0.09325 -0.28173
H -5.32973 -1.33291 -2.44890
H -3.08455 -1.48756 -3.52472
H -1.13093 -0.41529 -2.37943
H -0.70313 5.32407 -1.12384
H 1.78475 5.43867 -1.09059
H 3.04314 3.48930 -0.11166
H 1.76859 1.55286 0.66959
F -1.49360 -1.37670 0.98779

Results
ΔE to the lowest compared entry with this formula, charge and spin, kJ/mol: 0.00
⟨S²⟩: 2.013
Multiplicity: 3

These are the natural (NBO) partial charges, in e, on atoms 1 to 4: number 1, Pt, carries 1.3566; number 2, C, carries -0.6346; number 3, C, carries -0.4580; number 4, O, carries -0.7347


Below is one molecule with the formula C12H15N3 at a distorted geometry, with properties calculated with the ωB97M-V functional and the def2-TZVPD basis.

Atoms and positions in Å:
C 4.11089 -0.30468 0.92447
C 2.73573 -0.14892 0.04427
C 2.50984 1.32375 -0.63919
C 0.90533 1.77529 -0.73478
N 0.25856 1.57963 0.61818
C -1.09970 0.91869 0.53574
C -2.36201 1.78260 1.21260
C -3.88070 1.15705 1.23315
C -4.09080 -0.32878 0.57310
C -2.88049 -1.22773 -0.14668
N -3.28678 -2.56890 -0.68874
C -2.05868 -3.23601 -1.24398
C -0.55100 -2.62639 -1.30928
N -0.20731 -1.27544 -0.75136
C -1.39054 -0.57606 -0.14459
H 4.32060 -1.47597 1.00571
H 5.04380 0.25746 0.49674
H 3.84071 0.02834 2.03857
H 2.80144 -0.93200 -0.85354
H 1.85101 -0.52317 0.72124
H 3.16632 2.13756 -0.08618
H 2.91626 1.27752 -1.75170
H 0.93081 2.93738 -0.96561
H 0.34131 1.24875 -1.62362
H 0.09113 2.56906 0.97357
H -2.17434 2.84738 1.68788
H -4.77418 1.76454 1.74072
H -5.17730 -0.78698 0.62097
H -2.20850 -4.33506 -1.68586
H 0.31861 -3.25889 -1.80180

Results
ΔE to the lowest compared entry with this formula, charge and spin, kJ/mol: 1156.31
Multiplicity: 1
SMILES: CCCCNc1cccc2nccnc12

These are the natural (NBO) partial charges, in e, on atoms 1 to 4: number 1, C, carries -0.6341; number 2, C, carries -0.4152; number 3, C, carries -0.4167; number 4, C, carries -0.2287


Below is C12H15N3O5S2 as an isolated structure at a distorted geometry, with properties calculated with the ωB97M-V functional and the def2-TZVPD basis.

Atoms and positions in Å:
O 1.99121 1.88453 -2.90134
O -2.12410 2.29839 -1.35735
O -1.47868 -2.68913 -2.88124
O 0.81080 -2.35769 -2.05342
N 1.77419 0.16452 1.93337
O -0.45375 2.77765 0.13096
S -0.91134 -0.24423 1.80657
C 1.10973 1.17755 -3.38059
C -1.04107 2.04085 -0.87053
C 0.64375 -0.07530 2.58238
C 2.72339 0.32988 2.90886
C 2.16180 0.18630 4.17577
N 0.84416 -0.07402 3.94727
N -0.10166 0.85333 -2.83421
C -0.22434 -0.16817 4.95887
C 1.27242 -0.07604 -4.19776
C -2.55170 -0.64273 -1.01099
C -0.45246 -1.28031 0.31850
C -0.31354 0.74374 -1.35818
C -0.17800 -0.35977 -3.62703
C -1.00527 -0.69107 -1.03577
S -0.45581 -1.70927 -2.41641
H -1.07616 3.46101 0.33941
H 3.74628 0.62702 2.75015
H 2.62351 0.20864 5.13722
H -0.92074 -0.95274 4.67555
H 0.18941 -0.41592 5.95713
H -0.71126 0.79627 5.01797
H 1.32398 0.14551 -5.25794
H 2.04220 -0.77886 -3.86981
H -2.89212 -0.00823 -0.19159
H -2.95482 -1.62990 -0.86177
H -2.94991 -0.29818 -1.97759
H 0.63958 -1.34157 0.24893
H -0.82407 -2.27010 0.45814
H 0.66757 0.74414 -0.84326
H -0.94318 -0.37609 -4.42024

Results
ΔE to the lowest compared entry with this formula, charge and spin, kJ/mol: 24.47
Multiplicity: 1

These are the natural (NBO) partial charges, in e, on atoms 1 to 4: number 1, O, carries -0.5437; number 2, O, carries -0.5803; number 3, O, carries -0.9066; number 4, O, carries -0.9275


Below is C12H15N4O4Pd as an isolated structure, with properties calculated with the ωB97M-V functional and the def2-TZVPD basis.

Atoms and positions in Å:
Pd -0.02589 0.61045 0.77843
N 1.93142 -1.79354 -0.54967
C 1.43732 -1.59414 0.75554
C 0.81766 -2.63888 1.42174
C 0.35302 -2.41756 2.71806
C 0.47079 -1.16037 3.26160
C 1.12617 -0.15097 2.52211
N 1.71990 -0.39306 1.30999
C 1.75356 -0.90962 -1.60934
C 2.24143 -1.28147 -2.87353
C 2.05780 -0.41524 -3.92644
C 1.41204 0.80107 -3.71390
C 0.97228 1.07965 -2.43539
N 1.12947 0.24331 -1.40376
H 2.00818 -2.75613 -0.82773
H 0.68256 -3.59279 0.92619
H -0.12568 -3.21840 3.26858
H 0.10414 -0.92626 4.25228
H 1.43363 0.76841 3.00648
H 2.75782 -2.22482 -3.00183
H 2.42053 -0.68006 -4.91254
H 1.25592 1.51450 -4.51078
H 0.46205 2.00587 -2.18996
C -2.92840 -0.08478 1.33769
C -3.41114 0.91668 0.31003
O -2.72069 0.82273 -0.92251
H -3.56548 -0.03831 2.22777
H -1.89456 0.10762 1.68883
H -2.95916 -1.10245 0.94568
H -3.33067 1.93402 0.70766
H -4.46468 0.73651 0.08094
H -1.87655 1.28638 -0.79982
O 0.17467 3.05766 1.53340
N -0.30962 3.65029 0.54643
O -0.28807 4.88047 0.46373
O -0.82181 2.96323 -0.38592

Results
Charge: -1
ΔE to the lowest compared entry with this formula, charge and spin, kJ/mol: 0.00
Multiplicity: 1

These are the Löwdin partial charges, in e, on atoms 1 to 4: number 1, Pd, carries 0.5056; number 2, N, carries 0.0992; number 3, C, carries -0.3682; number 4, C, carries -0.0735


Below is C12H15NO as an isolated structure at a distorted geometry, with properties calculated with the ωB97M-V functional and the def2-TZVPD basis.

Atoms and positions in Å:
C -3.14252 2.53505 -1.45038
C -3.55337 1.80461 -0.42875
C -1.77636 2.49377 -1.91462
C -2.59346 1.18007 0.41084
C -0.82983 1.91057 -1.12936
C -1.26324 1.28075 0.12242
C 1.21112 0.99634 1.01059
C -0.30150 0.75017 1.02579
C 2.22474 -1.82568 1.70129
C 0.38981 -2.27843 0.04797
C 2.66910 -1.69872 -0.75719
C 1.65985 -1.45836 0.36388
N 1.29979 -0.08377 0.22246
O 1.89466 1.85129 1.46159
H -3.84311 3.00221 -2.16770
H -4.57713 1.75583 -0.14846
H -1.63585 3.21287 -2.76203
H -3.01619 0.59748 1.18081
H 0.19566 1.84252 -1.14903
H -0.72467 0.04011 1.76649
H 3.00166 -1.30881 1.94214
H 1.47035 -1.39723 2.39710
H 2.37485 -2.87768 1.69982
H 0.43123 -2.39204 -1.03992
H -0.49365 -1.65854 0.15591
H 0.23841 -3.24407 0.58746
H 3.51640 -0.99898 -0.64311
H 2.93169 -2.70648 -0.80318
H 2.24157 -1.32483 -1.70283

Results
ΔE to the lowest compared entry with this formula, charge and spin, kJ/mol: 454.87
Multiplicity: 1

These are the natural (NBO) partial charges, in e, on atoms 1 to 4: number 1, C, carries -0.1915; number 2, C, carries -0.2169; number 3, C, carries -0.2048; number 4, C, carries -0.1674


Below is one molecule with the formula C12H15NO3, with properties calculated with the ωB97M-V functional and the def2-TZVPD basis.

Atoms and positions in Å:
O 3.70920 -2.36630 -3.86600
C 3.03933 -1.93142 -2.70958
C 2.31837 -3.08960 -1.99876
O 1.83387 -2.76204 -0.72040
C 0.71853 -1.89862 -0.70876
C 0.15519 -1.88861 0.71771
O -0.90165 -0.97619 0.86642
C -0.62985 0.35978 0.97676
C 0.62336 0.93936 1.03939
C 0.77808 2.32349 1.17249
C -0.29790 3.17666 1.24448
C -1.56389 2.60235 1.18189
N -2.80078 3.17468 1.22761
C -3.75243 2.19525 1.13032
C -3.15246 0.98011 1.01923
C -1.74851 1.20866 1.04899
H 3.06973 -2.75372 -4.47434
H 2.32638 -1.13138 -2.95501
H 3.80924 -1.52551 -2.05005
H 1.49740 -3.45907 -2.63637
H 3.03283 -3.90156 -1.83826
H 1.00066 -0.87707 -0.99911
H -0.05364 -2.25309 -1.40768
H 0.96888 -1.69316 1.42493
H -0.26978 -2.86911 0.94624
H 1.51580 0.33556 0.99116
H 1.78006 2.72366 1.21780
H -0.16833 4.24336 1.34528
H -2.98277 4.15892 1.32241
H -4.79610 2.44462 1.14799
H -3.63207 0.02739 0.92790

Results
ΔE to the lowest compared entry with this formula, charge and spin, kJ/mol: 228.11
Multiplicity: 1
SMILES: OCCOCCOc1cccc2[nH]ccc12

These are the natural (NBO) partial charges, in e, on atoms 1 to 4: number 1, O, carries -0.7084; number 2, C, carries -0.0880; number 3, C, carries -0.0796; number 4, O, carries -0.5333


Below is one molecule with the formula C12H15NOS at a distorted geometry, with properties calculated with the ωB97M-V functional and the def2-TZVPD basis.

Atoms and positions in Å:
O -2.23734 -1.20323 -1.17396
S -1.10582 -0.82694 -0.33257
C 0.34364 -1.76365 -0.88594
C 1.56921 -1.56804 -0.32600
C 2.67301 -2.33682 -0.77261
C 2.43485 -3.32768 -1.74990
C 1.20396 -3.58363 -2.32725
C 0.16630 -2.70568 -1.91641
N -1.40308 -1.13647 1.14162
C -0.72666 -0.35569 2.10225
C -1.00626 1.13357 1.95068
C -0.40986 1.77854 0.73832
C -1.20172 2.91027 -0.00228
C -1.67009 1.82280 -1.07067
C -0.50685 0.88846 -0.53089
H 1.66503 -1.15114 0.62839
H 3.69310 -2.09940 -0.45895
H 3.10395 -4.17633 -2.00963
H 0.98738 -4.40166 -3.01247
H -0.84064 -2.77047 -2.14456
H 0.31775 -0.69078 2.05005
H -1.11094 -0.62934 3.09275
H -2.11832 1.15339 1.88249
H -0.78243 1.71227 2.89217
H 0.70584 2.09576 0.90286
H -0.63046 3.55946 -0.58410
H -1.96079 3.50747 0.63566
H -2.72864 1.36682 -0.90633
H -1.71003 2.31638 -2.07713
H 0.47697 0.85777 -1.04050

Results
ΔE to the lowest compared entry with this formula, charge and spin, kJ/mol: 450.56
Multiplicity: 1
SMILES: O=[S@]1(c2ccccc2)=NCC[C@@H]2CC[C@@H]21

These are the natural (NBO) partial charges, in e, on atoms 1 to 4: number 1, O, carries -0.9192; number 2, S, carries 2.0196; number 3, C, carries -0.3102; number 4, C, carries -0.2144